Density functional theory data (the ωB97M-V functional and the def2-TZVPD basis) for C15H18N2O in the gas phase.

Output
* structure (SMILES): Cc1ccc2c(c1)CCC(C[C@@H]1CN=C(N)O1)=C2
* molecular weight: 242.32 g/mol
* calculated total energy: -20874.6788 eV
* relative energy (zero: lowest compared OMol25 entry of this formula, charge and spin): 34.5 kcal/mol
* HOMO level: -7.931 eV
* multiplicity: 1
* total charge: 0
* gap between HOMO and LUMO: 8.73 eV

Cartesian coordinates (Å):
C1 -2.38 -2.37 -4.68
C2 -1.98 -1.84 -3.32
C3 -2.15 -2.70 -2.21
C4 -1.82 -2.23 -0.93
C5 -1.27 -0.96 -0.72
C6 -1.07 -0.14 -1.82
C7 -1.41 -0.57 -3.13
C8 -0.30 1.16 -1.58
C9 -0.71 1.78 -0.26
C10 -0.44 0.80 0.85
C11 0.09 1.19 2.20
C12 1.61 1.39 2.11
C13 2.31 0.02 2.12
N1 3.32 0.16 3.16
C14 3.08 1.29 3.69
N2 3.93 1.80 4.63
O1 2.15 2.14 3.20
C15 -0.83 -0.53 0.59
H1 -2.77 -1.54 -5.29
H2 -3.20 -3.07 -4.57
H3 -1.53 -2.82 -5.17
H4 -2.65 -3.66 -2.35
H5 -1.99 -2.89 -0.07
H6 -1.25 0.06 -4.00
H7 0.79 0.97 -1.59
H8 -0.49 1.85 -2.38
H9 -0.08 2.68 -0.05
H10 -1.76 2.07 -0.26
H11 -0.12 0.36 2.87
H12 -0.38 2.12 2.58
H13 1.90 1.92 1.20
H14 1.62 -0.83 2.37
H15 2.70 -0.19 1.13
H16 3.56 2.66 5.01
H17 4.38 1.16 5.26
H18 -0.83 -1.27 1.39

---

Density functional theory data (the ωB97M-V functional and the def2-TZVPD basis) for C15H18N2O4 in the gas phase.

Output
* structure (SMILES): CCOC(=O)CCCNC(=O)COc1ccccc1C#N
* molecular weight: 290.32 g/mol
* calculated total energy: -27017.8889 eV
* relative energy (zero: lowest compared OMol25 entry of this formula, charge and spin): 36.3 kcal/mol
* HOMO level: -9.189 eV
* multiplicity: 1
* total charge: 0
* gap between HOMO and LUMO: 9.41 eV

Cartesian coordinates (Å):
C1 -1.22 3.41 0.96
C2 -1.75 1.99 1.11
O1 -2.11 1.44 -0.16
C3 -1.15 0.86 -0.88
O2 -0.01 0.76 -0.53
C4 -1.72 0.34 -2.19
C5 -0.69 0.27 -3.32
C6 -0.03 -1.11 -3.45
N1 0.67 -1.48 -2.24
C7 1.97 -1.20 -2.05
O3 2.75 -0.84 -2.90
C8 2.43 -1.39 -0.59
O4 1.36 -1.85 0.21
C9 1.15 -1.31 1.43
C10 2.13 -0.78 2.26
C11 1.79 -0.31 3.52
C12 0.48 -0.37 3.98
C13 -0.51 -0.89 3.16
C14 -0.19 -1.35 1.89
C15 -1.18 -1.79 0.99
N2 -1.97 -2.09 0.22
H1 -0.30 3.40 0.37
H2 -1.95 4.03 0.46
H3 -1.00 3.82 1.94
H4 -0.99 1.35 1.57
H5 -2.66 1.97 1.70
H6 -2.55 1.00 -2.46
H7 -2.14 -0.64 -1.98
H8 0.09 1.01 -3.15
H9 -1.18 0.50 -4.27
H10 -0.78 -1.87 -3.66
H11 0.70 -1.09 -4.25
H12 0.11 -1.68 -1.43
H13 3.26 -2.11 -0.57
H14 2.80 -0.42 -0.25
H15 3.15 -0.74 1.93
H16 2.56 0.10 4.15
H17 0.23 -0.01 4.96
H18 -1.54 -0.92 3.49

---

Density functional theory data (the ωB97M-V functional and the def2-TZVPD basis) for C15H18N2O4S in the gas phase.

Output
* structure (SMILES): C=CCNc1nc([C@]2(C)C[C@]3(C[C@@H](C)OC3=O)C(=O)O2)cs1
* molecular weight: 322.39 g/mol
* calculated total energy: -37853.2088 eV
* relative energy (zero: lowest compared OMol25 entry of this formula, charge and spin): 19.5 kcal/mol
* HOMO level: -8.227 eV
* multiplicity: 1
* total charge: 0
* gap between HOMO and LUMO: 8.79 eV

Cartesian coordinates (Å):
C1 -5.99 -2.18 0.70
C2 -5.16 -1.16 0.68
C3 -5.12 -0.14 -0.42
N1 -3.80 -0.02 -1.02
C4 -2.81 0.69 -0.45
N2 -1.57 0.59 -0.78
C5 -0.79 1.49 -0.11
C6 0.68 1.53 -0.42
C7 0.91 2.23 -1.77
C8 1.31 0.12 -0.38
C9 2.61 0.31 0.39
C10 3.05 -0.77 1.37
C11 4.22 -1.47 0.67
C12 3.82 -2.76 -0.03
O1 4.69 -0.54 -0.31
C13 3.82 0.42 -0.56
O2 3.95 1.23 -1.42
C14 2.40 1.66 1.10
O3 3.07 2.09 1.99
O4 1.34 2.29 0.60
C15 -1.44 2.29 0.76
S1 -3.13 1.92 0.78
H1 -5.99 -2.89 1.51
H2 -6.71 -2.35 -0.08
H3 -4.44 -1.00 1.47
H4 -5.83 -0.40 -1.22
H5 -5.39 0.85 -0.03
H6 -3.49 -0.79 -1.58
H7 0.33 1.72 -2.54
H8 1.96 2.21 -2.02
H9 0.57 3.26 -1.70
H10 0.64 -0.57 0.14
H11 1.47 -0.25 -1.39
H12 3.38 -0.30 2.30
H13 2.25 -1.48 1.60
H14 5.06 -1.66 1.35
H15 2.97 -2.59 -0.69
H16 4.65 -3.14 -0.62
H17 3.54 -3.51 0.71
H18 -1.04 3.06 1.39

---

Density functional theory data (the ωB97M-V functional and the def2-TZVPD basis) for a molecular structure, C15H18N2Pb.

Output
* molecular weight: 433.52 g/mol
* calculated total energy: -24053.6888 eV
* HOMO level: -16.048 eV
* multiplicity: 1
* total charge: +2
* gap between HOMO and LUMO: 6.21 eV

Cartesian coordinates (Å):
Pb1 2.63 0.14 0.68
N1 1.68 1.95 1.16
C1 0.61 1.52 1.99
C2 -0.25 2.51 2.50
C3 -1.32 2.17 3.32
C4 -1.54 0.83 3.63
C5 -0.70 -0.17 3.13
C6 -0.93 -1.52 3.45
C7 -0.09 -2.51 2.95
C8 0.96 -2.11 2.14
N2 1.21 -0.83 1.82
C9 0.40 0.15 2.29
H1 1.34 2.47 0.38
H2 2.26 2.61 1.64
H3 -0.08 3.56 2.27
H4 -1.98 2.94 3.71
H5 -2.38 0.57 4.27
H6 -1.76 -1.80 4.09
H7 -0.25 -3.55 3.18
H8 1.65 -2.84 1.72
C10 -1.38 -1.22 -2.88
C11 -0.20 -0.29 -3.20
C12 -0.74 1.09 -3.60
C13 0.61 -0.88 -4.37
C14 0.67 -0.16 -2.01
C15 1.37 -0.05 -1.05
H9 -2.04 -1.34 -3.74
H10 -1.98 -0.83 -2.05
H11 -1.03 -2.22 -2.58
H12 -1.39 1.02 -4.48
H13 0.08 1.78 -3.84
H14 -1.32 1.54 -2.79
H15 -0.01 -0.99 -5.26
H16 1.01 -1.87 -4.11
H17 1.46 -0.24 -4.63
H18 3.43 -1.43 0.27

---

Density functional theory data (the ωB97M-V functional and the def2-TZVPD basis) for C15H18N4O3 in the gas phase.

Output
* structure (SMILES): N[C@@H](Cc1c[nH]cn1)C(=O)N[C@@H](Cc1ccccc1)C(=O)O
* molecular weight: 302.33 g/mol
* calculated total energy: -27950.6358 eV
* relative energy (zero: lowest compared OMol25 entry of this formula, charge and spin): 17.6 kcal/mol
* HOMO level: -9.117 eV
* multiplicity: 1
* total charge: 0
* gap between HOMO and LUMO: 9.78 eV

Cartesian coordinates (Å):
N1 1.27 -1.13 -2.27
C1 2.42 -1.17 -1.41
C2 3.14 0.21 -1.42
C3 2.47 1.35 -0.63
C4 2.80 1.82 0.59
N2 1.90 2.82 0.86
C5 1.00 2.75 -0.13
N3 1.31 1.93 -1.09
C6 2.30 -1.72 0.03
O1 3.31 -2.09 0.60
N4 1.04 -1.88 0.57
C7 -0.06 -1.00 0.53
C8 -1.40 -1.79 0.25
C9 -2.58 -0.89 -0.15
C10 -3.57 -0.52 0.76
C11 -4.61 0.35 0.42
C12 -4.68 0.85 -0.88
C13 -3.71 0.50 -1.80
C14 -2.64 -0.38 -1.44
C15 -0.16 -0.20 1.81
O2 0.27 -0.57 2.85
O3 -0.86 0.98 1.75
H1 0.84 -0.21 -2.25
H2 0.62 -1.85 -2.04
H3 3.20 -1.81 -1.83
H4 3.22 0.50 -2.47
H5 4.14 0.06 -0.97
H6 3.64 1.64 1.24
H7 1.97 3.48 1.59
H8 0.20 3.47 -0.18
H9 1.12 -2.36 1.47
H10 0.03 -0.32 -0.31
H11 -1.16 -2.52 -0.53
H12 -1.60 -2.32 1.20
H13 -3.45 -0.90 1.77
H14 -5.38 0.57 1.15
H15 -5.47 1.56 -1.10
H16 -3.68 1.03 -2.74
H17 -1.81 -0.57 -2.11
H18 -1.14 0.86 0.79

---

Density functional theory data (the ωB97M-V functional and the def2-TZVPD basis) for C15H18N4S in the gas phase.

Output
* structure (SMILES): CCCCSc1nnc(-c2c[nH]c3ccccc23)n1C
* molecular weight: 286.40 g/mol
* calculated total energy: -32642.9819 eV
* relative energy (zero: lowest compared OMol25 entry of this formula, charge and spin): 3.1 kcal/mol
* HOMO level: -7.525 eV
* multiplicity: 1
* total charge: 0
* gap between HOMO and LUMO: 8.09 eV

Cartesian coordinates (Å):
C1 4.78 -2.69 -1.71
C2 4.01 -3.11 -2.96
C3 3.10 -2.02 -3.51
C4 1.94 -1.66 -2.60
S1 2.41 -0.40 -1.35
C5 0.84 -0.17 -0.65
N1 -0.25 -0.81 -0.99
N2 -1.24 -0.35 -0.21
C6 -0.75 0.56 0.60
C7 -1.53 1.27 1.57
C8 -1.13 2.04 2.64
N3 -2.22 2.51 3.31
C9 -3.36 2.06 2.70
C10 -4.70 2.26 3.02
C11 -5.64 1.66 2.21
C12 -5.26 0.87 1.12
C13 -3.94 0.66 0.80
C14 -2.97 1.26 1.60
N4 0.60 0.72 0.36
C15 1.54 1.62 0.94
H1 4.10 -2.52 -0.87
H2 5.33 -1.77 -1.89
H3 5.48 -3.47 -1.42
H4 4.73 -3.38 -3.73
H5 3.41 -4.00 -2.73
H6 2.68 -2.37 -4.46
H7 3.69 -1.12 -3.72
H8 1.56 -2.52 -2.05
H9 1.11 -1.21 -3.15
H10 -0.15 2.28 2.99
H11 -2.19 3.09 4.13
H12 -4.98 2.87 3.86
H13 -6.69 1.80 2.42
H14 -6.04 0.42 0.51
H15 -3.64 0.05 -0.04
H16 1.83 1.28 1.94
H17 1.12 2.62 1.00
H18 2.43 1.65 0.31

---

Density functional theory data (the ωB97M-V functional and the def2-TZVPD basis) for a molecular structure, C15H18N7PrS4.

Output
* molecular weight: 565.53 g/mol
* calculated total energy: -83677.1246 eV
* HOMO level (alpha / beta): -13.520 / -13.522 eV
* multiplicity: 3
* expectation value of S²: 2.003
* total charge: +2
* gap between HOMO and LUMO (alpha / beta): 7.11 / 7.12 eV

Cartesian coordinates (Å):
Pr1 0.77 0.72 0.16
C1 -3.16 -1.30 -4.01
S1 -1.76 -0.17 -4.16
C2 -0.91 -0.36 -2.66
S2 0.54 0.63 -2.59
N1 -1.38 -1.14 -1.75
N2 -0.73 -1.06 -0.52
C3 -1.00 -2.01 0.28
C4 -0.53 -1.97 1.67
C5 -0.76 -3.03 2.53
C6 -0.33 -2.93 3.85
C7 0.31 -1.77 4.26
C8 0.51 -0.76 3.34
N3 0.10 -0.84 2.07
H1 -3.33 -1.73 -5.00
H2 -4.05 -0.75 -3.69
H3 -2.93 -2.09 -3.31
H4 -1.60 -2.85 -0.05
H5 -1.27 -3.91 2.17
H6 -0.50 -3.74 4.54
H7 0.65 -1.65 5.28
H8 1.01 0.16 3.64
S3 2.80 -1.31 0.16
C9 3.40 -0.54 -1.23
N4 3.67 0.81 -1.26
C10 4.32 1.14 -2.56
C11 3.98 -0.08 -3.43
N5 3.62 -1.07 -2.41
H9 4.12 1.14 -0.42
H10 5.39 1.25 -2.41
H11 3.92 2.06 -2.97
H12 4.83 -0.42 -4.02
H13 3.13 0.09 -4.08
H14 3.34 -2.02 -2.61
S4 -1.82 2.04 0.18
C12 -0.98 3.20 -0.70
N6 -1.66 4.08 -1.49
C13 -1.06 5.06 -2.20
C14 0.30 5.18 -2.15
C15 0.98 4.23 -1.37
N7 0.37 3.29 -0.67
H15 -2.67 3.98 -1.53
H16 -1.70 5.70 -2.78
H17 0.82 5.95 -2.69
H18 2.06 4.25 -1.32

---

Density functional theory data (the ωB97M-V functional and the def2-TZVPD basis) for 2 unconnected molecules or ions with the total composition C15H18O2.

Output
* structure (SMILES): CCc1ccc(O)cc1.Cc1ccc(O)cc1
* molecular weight: 230.31 g/mol
* calculated total energy: -19940.2644 eV
* relative energy (zero: lowest compared OMol25 entry of this formula, charge and spin): 47.1 kcal/mol
* HOMO level: -8.368 eV
* multiplicity: 1
* total charge: 0
* gap between HOMO and LUMO: 9.08 eV

Cartesian coordinates (Å):
C1 2.75 -2.81 0.24
C2 1.29 -2.84 0.71
C3 0.22 -2.91 -0.33
C4 0.08 -4.18 -0.95
C5 -1.05 -4.51 -1.70
C6 -2.01 -3.52 -1.84
O1 -3.11 -3.87 -2.60
C7 -1.81 -2.18 -1.43
C8 -0.58 -1.92 -0.86
H1 3.11 -3.87 0.28
H2 3.43 -2.06 0.61
H3 2.84 -2.57 -0.84
H4 1.20 -3.59 1.49
H5 1.21 -1.84 1.29
H6 0.98 -4.78 -1.07
H7 -1.17 -5.39 -2.30
H8 -3.95 -3.68 -2.16
H9 -2.66 -1.58 -1.71
H10 -0.38 -0.94 -0.44
C9 2.39 3.17 0.68
C10 0.92 3.52 0.67
C11 0.06 3.40 -0.46
C12 -1.28 3.57 -0.28
C13 -1.82 3.98 0.95
O2 -3.13 4.37 1.02
C14 -0.99 4.12 2.03
C15 0.40 3.97 1.89
H11 2.72 3.35 1.67
H12 2.92 3.72 -0.12
H13 2.55 2.09 0.51
H14 0.45 3.04 -1.38
H15 -1.97 3.57 -1.15
H16 -3.37 4.49 1.94
H17 -1.33 4.51 2.96
H18 1.09 4.16 2.69

---

Density functional theory data (the ωB97M-V functional and the def2-TZVPD basis) for 2 unconnected molecules or ions with the total composition C15H18O2.

Output
* structure (SMILES): CCc1ccc(O)cc1.Cc1ccc(O)cc1
* molecular weight: 230.31 g/mol
* calculated total energy: -19940.9007 eV
* relative energy (zero: lowest compared OMol25 entry of this formula, charge and spin): 32.5 kcal/mol
* HOMO level: -8.396 eV
* multiplicity: 1
* total charge: 0
* gap between HOMO and LUMO: 9.18 eV

Cartesian coordinates (Å):
C1 -0.81 -1.65 -1.76
C2 -2.06 -1.62 -0.85
C3 -2.52 -0.22 -0.48
C4 -3.36 0.41 -1.37
C5 -3.81 1.71 -1.07
C6 -3.26 2.32 0.04
O1 -3.65 3.61 0.36
C7 -2.27 1.73 0.83
C8 -1.91 0.41 0.59
H1 -0.36 -2.62 -1.51
H2 -0.09 -0.88 -1.53
H3 -1.06 -1.76 -2.81
H4 -2.85 -2.24 -1.28
H5 -1.88 -2.17 0.08
H6 -3.78 -0.03 -2.27
H7 -4.68 2.04 -1.60
H8 -3.66 4.10 -0.45
H9 -1.83 2.42 1.53
H10 -1.16 -0.03 1.24
C9 2.65 -2.31 2.27
C10 2.88 -1.17 1.30
C11 3.33 -1.16 0.00
C12 3.46 0.02 -0.73
C13 2.88 1.18 -0.22
O2 3.25 2.40 -0.74
C14 2.23 1.19 1.02
C15 2.26 0.02 1.76
H11 3.09 -3.29 2.05
H12 1.60 -2.58 2.21
H13 3.00 -2.01 3.25
H14 3.68 -2.10 -0.43
H15 3.81 0.06 -1.75
H16 3.61 2.25 -1.62
H17 1.60 2.03 1.29
H18 1.65 -0.07 2.65

---

Density functional theory data (the ωB97M-V functional and the def2-TZVPD basis) for 2 unconnected molecules or ions with the total composition C15H18O2.

Output
* structure (SMILES): CCc1ccc(O)cc1.Cc1ccc(O)cc1
* molecular weight: 230.31 g/mol
* calculated total energy: -19941.1076 eV
* relative energy (zero: lowest compared OMol25 entry of this formula, charge and spin): 27.7 kcal/mol
* HOMO level: -8.460 eV
* multiplicity: 1
* total charge: 0
* gap between HOMO and LUMO: 9.18 eV

Cartesian coordinates (Å):
C1 1.36 2.40 -2.78
C2 0.57 2.72 -1.49
C3 1.33 2.63 -0.21
C4 2.25 3.66 0.07
C5 2.81 3.81 1.32
C6 2.45 2.89 2.31
O1 3.03 3.07 3.56
C7 1.69 1.77 2.03
C8 1.28 1.60 0.71
H1 1.71 3.32 -3.22
H2 0.89 1.72 -3.49
H3 2.29 1.86 -2.55
H4 0.06 3.67 -1.61
H5 -0.23 2.01 -1.48
H6 2.70 4.18 -0.78
H7 3.60 4.51 1.56
H8 2.37 3.06 4.25
H9 1.56 1.12 2.89
H10 0.62 0.77 0.44
C9 -1.14 -2.98 -2.41
C10 -1.62 -3.16 -0.98
C11 -0.75 -3.33 0.09
C12 -1.23 -3.33 1.38
C13 -2.60 -3.26 1.63
O2 -3.03 -3.46 2.92
C14 -3.47 -3.12 0.57
C15 -2.99 -3.13 -0.73
H11 -2.01 -2.86 -3.04
H12 -0.49 -3.80 -2.71
H13 -0.57 -2.05 -2.51
H14 0.32 -3.34 -0.09
H15 -0.58 -3.53 2.22
H16 -3.97 -3.25 2.96
H17 -4.54 -3.13 0.72
H18 -3.66 -3.08 -1.58

---

Density functional theory data (the ωB97M-V functional and the def2-TZVPD basis) for a molecular structure, C15H19B3N3O4P.

Output
* molecular weight: 368.74 g/mol
* calculated total energy: -39847.1526 eV
* HOMO level: -9.565 eV
* multiplicity: 1
* total charge: 0
* gap between HOMO and LUMO: 9.35 eV

Cartesian coordinates (Å):
O1 3.75 0.51 0.84
P1 2.84 1.33 0.00
B1 0.94 1.12 0.42
O2 0.35 -0.11 0.41
B2 -0.73 -0.14 -0.46
O3 -1.44 1.02 -0.65
B3 -1.00 2.21 -0.10
O4 0.15 2.21 0.67
H1 3.06 2.71 0.07
H2 2.94 1.01 -1.37
H3 -0.98 -1.14 -1.04
H4 -1.58 3.22 -0.28
N1 1.95 -2.85 -2.55
C1 2.49 -4.05 -2.75
C2 3.49 -4.58 -1.95
C3 3.95 -3.83 -0.88
C4 3.40 -2.58 -0.66
C5 2.41 -2.15 -1.52
H5 2.10 -4.60 -3.60
H6 3.89 -5.56 -2.16
H7 4.73 -4.22 -0.23
H8 3.73 -1.95 0.16
H9 1.94 -1.18 -1.37
N2 0.25 -3.73 4.65
C6 0.11 -3.54 3.34
C7 0.61 -2.44 2.66
C8 1.30 -1.48 3.39
C9 1.46 -1.67 4.75
C10 0.91 -2.80 5.33
H10 -0.43 -4.32 2.80
H11 0.48 -2.34 1.59
H12 1.72 -0.62 2.89
H13 1.99 -0.95 5.36
H14 1.01 -2.98 6.39
N3 -3.13 4.41 -2.40
C11 -3.73 5.57 -2.63
C12 -5.09 5.78 -2.47
C13 -5.88 4.73 -2.04
C14 -5.27 3.51 -1.80
C15 -3.90 3.40 -1.99
H15 -3.08 6.38 -2.97
H16 -5.52 6.76 -2.67
H17 -6.94 4.85 -1.90
H18 -5.84 2.65 -1.46
H19 -3.39 2.46 -1.81

---

Density functional theory data (the ωB97M-V functional and the def2-TZVPD basis) for a gas-phase ion, C15H19BrClN2O2 (charge +1).

Output
* structure (SMILES): Cc1cccc(C[C@]2(ON=O)C[C@@H](C[C@@H](C)Cl)[NH+]=C2Br)c1
* molecular weight: 374.69 g/mol
* calculated total energy: -105494.4281 eV
* HOMO level: -12.138 eV
* multiplicity: 1
* total charge: +1
* gap between HOMO and LUMO: 7.75 eV

Cartesian coordinates (Å):
C1 4.02 0.18 0.66
C2 3.10 -0.36 -0.40
C3 3.35 -0.16 -1.75
C4 2.50 -0.70 -2.71
C5 1.38 -1.43 -2.32
C6 1.10 -1.64 -0.97
C7 -0.12 -2.48 -0.62
C8 -1.15 -1.83 0.31
O1 -2.16 -2.82 0.58
N1 -1.75 -3.87 1.52
O2 -2.12 -4.89 1.15
C9 -1.94 -0.67 -0.33
C10 -1.30 0.62 0.20
C11 -2.28 1.75 0.44
C12 -1.58 3.09 0.70
C13 -2.32 4.30 0.14
Cl1 -1.36 3.25 2.48
N2 -0.76 0.12 1.49
C14 -0.65 -1.15 1.58
Br1 0.06 -1.89 3.10
C15 1.97 -1.10 -0.02
H1 4.61 -0.65 1.07
H2 3.46 0.61 1.49
H3 4.73 0.90 0.26
H4 4.23 0.39 -2.07
H5 2.69 -0.58 -3.76
H6 0.73 -1.85 -3.07
H7 0.18 -3.47 -0.26
H8 -0.66 -2.64 -1.55
H9 -2.93 -0.75 0.12
H10 -2.00 -0.76 -1.41
H11 -0.46 0.89 -0.46
H12 -2.89 1.50 1.31
H13 -2.94 1.82 -0.43
H14 -0.58 3.03 0.27
H15 -2.83 4.01 -0.78
H16 -1.63 5.10 -0.10
H17 -3.05 4.66 0.87
H18 -0.49 0.73 2.25
H19 1.81 -1.25 1.04